52
Properties=species:S:1:pos:R:3 method="wB97M-V/def2-TZVPD" homo_ev=-8.62 mol_weight_g_mol=449.51 orbital_gap_ev=9.270 spin_multiplicity=1 smiles="O=C(NCc1ccco1)[C@H](c1ccncc1)N(C(=O)Cc1cccs1)c1cccc(F)c1" total_energy_ha=-1814.61952
O 1.036 1.950 0.839
C 1.336 0.878 1.312
N 2.569 0.593 1.791
H 2.781 -0.352 2.075
C 3.705 1.463 1.533
C 4.467 0.986 0.340
C 4.385 1.325 -0.979
C 5.288 0.474 -1.663
C 5.843 -0.323 -0.711
O 5.351 -0.025 0.503
H 6.571 -1.107 -0.766
H 5.491 0.462 -2.714
H 3.765 2.089 -1.402
H 3.304 2.460 1.343
H 4.349 1.475 2.416
C 0.381 -0.309 1.454
C 0.733 -1.413 0.477
C 1.578 -1.214 -0.609
C 1.828 -2.283 -1.457
N 1.295 -3.481 -1.297
C 0.483 -3.667 -0.271
C 0.173 -2.676 0.647
H -0.492 -2.873 1.473
H 0.063 -4.660 -0.179
H 2.486 -2.170 -2.309
H 2.023 -0.250 -0.805
N -1.018 0.081 1.326
C -1.875 -0.359 2.288
O -1.486 -0.976 3.259
C -3.358 -0.096 2.052
C -3.805 -0.508 0.692
C -4.575 0.181 -0.192
C -4.799 -0.521 -1.398
C -4.198 -1.735 -1.414
S -3.350 -2.055 0.049
H -4.199 -2.474 -2.189
H -5.382 -0.132 -2.213
H -4.967 1.163 0.006
H -3.887 -0.670 2.820
H -3.585 0.960 2.206
C -1.412 0.900 0.240
C -1.905 2.175 0.494
C -2.310 2.954 -0.570
C -2.231 2.516 -1.880
C -1.717 1.254 -2.118
C -1.311 0.447 -1.070
H -0.932 -0.542 -1.271
H -1.639 0.890 -3.131
H -2.558 3.156 -2.683
F -2.807 4.183 -0.321
H -1.949 2.566 1.498
H 0.463 -0.710 2.476